Below is a structure of composition C11H26INO9PS2Si, with properties calculated with the ωB97M-V functional and the def2-TZVPD basis.

Last column: Mulliken charge in e.
Atoms and positions in Å:
C: -4.960027 1.229235 2.280220  -1.129
Si: -3.166225 1.604799 2.633270  0.602
C: -2.980966 3.424835 3.045333  -1.178
C: -2.520719 0.548949 4.039883  -1.051
S: -2.046138 1.311051 0.759308  0.970
O: -2.923004 1.986129 -0.194858  -0.668
O: -1.806673 -0.109109 0.518444  -0.609
N: -0.705300 2.156436 0.903544  -0.400
S: 0.727496 1.489458 0.939272  0.991
O: 1.066364 0.825776 -0.302579  -0.575
O: 1.665509 2.434944 1.493622  -0.630
P: 0.562747 -0.224951 2.348466  -0.152
O: 1.981991 -0.869900 1.835477  -0.183
I: 1.246341 0.917995 4.434103  -0.180
H: -5.386920 2.040311 1.688338  0.285
H: -5.493036 1.173744 3.234418  0.343
H: -5.107119 0.293448 1.738532  0.320
H: -2.418202 3.927121 2.255462  0.358
H: -2.428799 3.564983 3.976427  0.331
H: -3.958785 3.906454 3.121776  0.345
H: -1.824767 1.131475 4.648694  0.234
H: -3.360165 0.255408 4.676763  0.351
H: -2.008469 -0.356100 3.707542  0.314
H: 2.126112 -1.754641 2.194634  0.301
O: -2.996015 1.911598 -6.899269  -0.599
C: -2.827288 1.461108 -5.793334  0.706
O: -2.194616 2.202155 -4.878310  -0.385
C: -2.075470 1.790174 -3.495541  -0.338
C: -0.900051 0.868418 -3.272176  -0.599
C: -3.262670 0.052617 -5.448567  -0.866
H: -3.013774 1.362794 -3.146413  0.366
H: -1.932796 2.715337 -2.942802  0.270
H: -1.004570 -0.067524 -3.825065  0.197
H: -0.808829 0.633297 -2.211194  0.130
H: 0.022278 1.350023 -3.597978  0.284
H: -2.464483 -0.627233 -5.747228  0.235
H: -4.146656 -0.175261 -6.038561  0.302
H: -3.475240 -0.109723 -4.396546  0.303
O: 4.214653 -4.746758 2.381154  -0.573
C: 4.769339 -4.209463 1.461306  0.768
O: 5.589063 -3.171909 1.723165  -0.372
C: 6.405659 -2.557518 0.716013  -0.416
C: 5.638683 -1.538986 -0.096396  -0.896
C: 4.516885 -4.622535 0.029243  -0.932
H: 6.867267 -3.320468 0.086269  0.358
H: 7.205981 -2.080396 1.279470  0.317
H: 4.823359 -2.003530 -0.650358  0.257
H: 6.296881 -1.047500 -0.813834  0.359
H: 5.202599 -0.779711 0.552328  0.270
H: 3.629292 -4.095062 -0.321415  0.243
H: 4.305274 -5.688462 0.024671  0.309
H: 5.333998 -4.413331 -0.654723  0.316

Force components x, y, z for each atom (eV/Å):
-0.003 -0.046 -0.108
0.047 0.239 0.348
0.047 0.042 -0.137
0.011 0.033 -0.014
-0.587 0.022 -0.383
0.168 -0.077 -0.039
0.039 -0.017 0.007
0.099 0.121 0.392
0.009 -0.149 -0.010
0.085 0.093 0.121
-0.010 0.015 -0.287
0.158 -0.222 -0.242
0.092 -0.091 0.111
0.139 0.104 0.096
-0.005 -0.057 -0.035
-0.027 -0.011 -0.048
0.025 0.008 0.044
-0.024 -0.027 0.010
-0.059 0.008 0.000
0.041 0.000 0.075
-0.031 -0.127 -0.070
0.007 -0.019 -0.015
-0.070 0.026 -0.004
-0.081 0.064 0.032
-0.010 -0.006 -0.014
0.098 -0.040 -0.008
-0.123 0.025 0.007
0.101 -0.012 0.172
0.010 -0.055 -0.064
-0.113 0.057 0.040
0.003 0.003 0.013
-0.021 0.019 -0.043
-0.043 -0.003 0.027
0.026 0.030 0.001
0.005 0.011 0.047
0.010 -0.003 0.009
0.037 -0.003 -0.042
0.035 -0.014 0.007
-0.022 -0.020 0.007
-0.054 0.125 -0.033
0.084 -0.128 0.027
-0.010 0.066 -0.064
-0.141 0.033 0.019
0.091 -0.091 0.020
-0.011 -0.020 0.015
-0.026 0.012 0.014
0.017 0.027 -0.030
0.035 -0.007 0.022
0.011 0.002 0.001
0.000 0.013 -0.005
-0.050 0.018 0.019
-0.009 0.031 -0.007

The molar mass is 566.4 g/mol. For the lowest unoccupied orbital energy, the calculation gives 2.34 eV. For the calculated total energy, the calculation gives -78687.46241 eV. The spin multiplicity is 1. Its orbital gap is 8.1 eV. Its largest force on an atom is 0.70 eV Å⁻¹. Its net charge is -1.